(1)
A 13-piece molecular cluster, C40H113N7O13 overall, computed with ωB97M-V with the def2-TZVPD basis set.

```
173
Properties=species:S:1:pos:R:3:forces:R:3
C -4.3766 -2.0300 -3.0616 0.4 -0.2 0.9
C -3.9639 -0.5911 -3.2979 0.1 -2.0 0.4
O -5.1233 0.1731 -3.2286 0.3 1.3 0.3
H -4.9570 -2.1700 -2.1496 0.0 0.3 0.2
H -3.4367 -2.5591 -2.9039 -0.2 -0.7 -0.5
H -5.0281 -2.3688 -3.8671 0.5 -0.3 -0.2
H -3.4612 -0.6639 -4.2624 0.0 1.0 -0.3
H -3.2191 -0.3098 -2.5534 -0.2 0.5 0.1
H -5.5772 -0.0277 -4.0504 -0.8 0.3 -0.5
C -2.9349 -3.8559 0.2661 0.0 0.0 -1.6
C -3.0275 -4.9037 -0.9537 -0.3 3.4 1.9
O -3.2017 -6.1627 -0.4566 0.2 -1.8 0.1
H -3.2379 -2.9187 -0.2006 0.0 0.3 -0.1
H -1.9488 -3.6511 0.6830 0.2 -0.5 0.0
H -3.6401 -3.9619 1.0905 0.1 -0.7 -0.3
H -2.1734 -4.7894 -1.6212 0.3 -0.1 0.1
H -3.9006 -4.5407 -1.4960 -0.2 -0.3 -0.3
H -3.0486 -6.7411 -1.2073 -0.1 -0.5 0.1
C -4.4921 2.4586 0.0221 -0.8 -0.3 0.0
C -5.3489 1.2482 0.5986 2.3 3.2 -0.5
O -4.8109 0.1526 -0.0766 -0.7 -1.2 0.4
H -3.4134 2.3441 0.1282 0.1 -0.7 0.2
H -4.6601 3.4285 0.4904 -0.6 0.0 -0.2
H -4.7037 2.4085 -1.0460 0.1 0.7 -0.2
H -6.3900 1.4350 0.3352 -0.1 -0.2 0.5
H -5.0867 1.3032 1.6552 -0.7 -1.0 0.2
H -5.1146 0.2930 -0.9764 0.1 -0.5 -0.8
C 3.2673 0.5046 2.1373 1.1 0.5 0.1
C 2.9611 1.5811 1.1156 0.5 -0.8 -0.6
O 3.2303 0.9871 -0.2086 -0.9 1.1 1.3
H 2.6088 -0.3630 2.0966 -0.1 0.2 0.0
H 3.3288 0.9186 3.1437 -0.3 -0.1 0.2
H 4.2805 0.1731 1.9102 0.0 -0.3 0.0
H 3.5950 2.4651 1.1850 0.3 -0.1 0.3
H 1.9461 1.9481 1.2682 -0.3 -0.1 -0.6
H 2.3335 0.9104 -0.5425 -0.2 -0.4 -0.4
C -5.0546 -2.6882 2.9029 -2.0 1.0 1.3
C -4.4312 -1.6663 3.9012 -0.2 -1.7 -1.4
O -3.0706 -1.9291 3.8326 1.1 0.1 1.7
H -4.8645 -3.7483 3.0708 0.9 0.2 0.1
H -4.9232 -2.3737 1.8675 0.1 -0.1 0.1
H -6.1155 -2.6529 3.1506 -0.6 0.1 -0.6
H -4.8143 -1.7716 4.9162 0.1 -0.2 0.1
H -4.6371 -0.6466 3.5760 -0.3 0.1 -0.1
H -2.7942 -1.4219 3.0658 0.6 0.4 -0.8
C -0.9005 -3.5292 -3.8783 1.4 -0.2 -0.2
C 0.0816 -4.7248 -3.6279 -1.3 0.5 -0.5
O -0.2447 -5.8268 -4.5125 0.2 0.3 0.8
H -0.6155 -2.5718 -3.4420 0.2 -0.2 0.9
H -1.9333 -3.7412 -3.6019 0.2 -0.2 -0.4
H -0.7469 -3.2180 -4.9116 -0.7 -0.4 -0.5
H -0.0246 -5.1007 -2.6103 0.0 -0.1 -0.1
H 1.1222 -4.4336 -3.7710 0.0 0.2 -0.1
H -0.2647 -5.4920 -5.4120 0.0 0.1 -0.1
C -3.2961 5.4651 6.9401 0.6 -0.5 -1.3
C -1.8875 4.8354 6.5407 -2.8 -0.5 2.5
C -1.8471 4.0069 5.2505 -1.0 -1.0 1.5
O -2.9450 3.0205 5.2789 0.8 1.0 0.2
C -2.9257 2.0713 4.2189 -0.2 0.6 -1.0
N -0.9916 5.9303 6.5906 1.9 1.3 -1.3
H -3.5909 6.0437 6.0647 -0.3 0.2 0.0
H -3.1896 6.1697 7.7649 0.3 -0.2 0.0
H -4.0801 4.7461 7.1779 0.2 -0.1 -0.1
H -1.6755 4.1999 7.4005 0.1 -0.8 -0.2
H -0.9289 3.4255 5.3334 0.4 0.1 -0.7
H -1.8520 4.7224 4.4281 -0.1 -0.4 -0.4
H -3.7198 1.3254 4.2508 -0.1 0.2 1.0
H -1.9978 1.5139 4.0914 0.3 0.2 0.3
H -3.1665 2.5983 3.2957 0.3 0.1 -0.4
H -0.2106 5.7961 5.9643 0.2 0.0 -0.3
H -0.5410 6.0849 7.4812 -0.4 -0.2 0.3
C 5.3187 1.2575 -2.6665 -1.4 1.5 -0.2
C 4.9824 2.6675 -3.3347 0.9 -0.1 0.4
C 3.5549 3.2550 -3.0199 0.5 -1.8 -2.1
O 3.1769 4.3187 -3.9190 -0.4 -0.1 0.8
C 1.7553 4.5842 -3.8302 0.9 1.1 -0.1
N 5.9620 3.6856 -3.0136 0.8 0.8 0.5
H 5.3657 1.3481 -1.5812 -0.2 -0.1 0.0
H 6.2055 0.7130 -2.9906 0.1 0.6 -0.4
H 4.4483 0.6696 -2.9580 0.0 -0.5 0.5
H 5.2051 2.5197 -4.3914 -1.0 -0.1 -0.4
H 3.5394 3.5294 -1.9651 -0.4 0.0 0.1
H 2.8914 2.4529 -3.3432 -0.5 -0.4 1.0
H 1.0921 3.7718 -4.1273 0.3 -0.3 -0.1
H 1.5806 5.4569 -4.4595 0.0 -0.3 -0.4
H 1.4538 4.9700 -2.8564 0.2 -0.4 0.5
H 5.5605 4.5661 -3.3027 0.1 0.3 -0.6
H 6.0353 3.8517 -2.0200 0.1 -0.5 0.5
C 2.3276 -4.6448 -0.7147 0.1 -0.9 -2.0
C 3.3410 -3.5046 -0.7202 0.0 -0.3 1.1
C 4.4870 -3.4041 -1.8142 -0.4 -0.5 1.2
O 5.5037 -2.4883 -1.3367 -0.6 0.0 -0.7
C 6.5529 -2.3206 -2.3009 -0.3 -0.1 0.8
N 2.6260 -2.2427 -0.7678 0.8 0.7 -1.1
H 1.8994 -4.6821 -1.7163 -0.3 0.2 -0.1
H 1.4672 -4.5768 -0.0489 0.4 0.6 0.3
H 2.7084 -5.6623 -0.6267 0.5 0.1 0.4
H 3.8481 -3.5425 0.2439 0.6 -0.3 0.1
H 4.1144 -3.0694 -2.7823 -0.3 0.2 0.0
H 4.9244 -4.3921 -1.9577 0.2 -0.2 0.0
H 7.2194 -1.5126 -1.9993 -0.1 -0.1 0.4
H 6.2023 -2.0250 -3.2897 -0.3 -0.3 -0.1
H 7.1117 -3.2565 -2.3059 0.2 0.0 -0.5
H 2.1883 -1.9335 0.0883 0.0 -0.4 0.4
H 3.4722 -1.6948 -0.8295 -0.4 1.7 -0.1
C -0.3917 -0.2525 2.3779 1.8 1.2 0.4
C -1.3294 0.1840 1.2810 0.3 -1.3 0.3
C -0.7784 -0.1455 -0.1518 0.5 0.7 1.2
O 0.3835 0.5993 -0.5767 -1.2 0.5 -1.1
C 0.4782 0.6137 -2.0283 0.6 -0.4 0.0
N -2.5796 -0.6156 1.4786 0.7 1.2 -0.7
H -0.5379 0.1713 3.3715 -1.2 -0.5 0.2
H 0.5671 0.2537 2.2658 0.5 -0.3 -0.8
H -0.2138 -1.3264 2.4331 -0.2 0.0 0.0
H -1.5630 1.2430 1.3904 0.0 0.0 -0.2
H -1.6659 0.0542 -0.7523 0.3 -0.3 -0.8
H -0.3997 -1.1676 -0.1522 -0.8 -0.5 -0.1
H 1.2839 1.2875 -2.3196 -0.1 0.3 0.2
H -0.4154 0.8627 -2.6006 -0.4 0.4 0.6
H 0.7730 -0.3464 -2.4516 0.1 -0.5 0.4
H -3.2980 -0.1129 0.9774 -0.5 0.0 0.0
H -2.4918 -1.4385 0.8995 0.1 -0.5 0.1
C 2.8377 -0.8941 -5.1195 -0.1 -0.2 -0.4
C 1.9760 -0.9112 -6.4079 0.8 -0.5 1.4
C 1.0169 0.2719 -6.4792 -0.7 -0.6 -0.8
O 0.2079 0.4069 -5.3399 -0.4 0.0 0.9
C -0.8683 1.3370 -5.4121 0.1 1.2 -1.3
N 2.8421 -1.0244 -7.5651 0.8 0.3 -0.1
H 3.7561 -1.4670 -5.2482 -0.1 -0.4 -0.2
H 2.2674 -1.3715 -4.3226 0.1 0.4 0.3
H 3.2026 0.0939 -4.8388 -0.4 0.3 0.1
H 1.4872 -1.8852 -6.3888 -0.9 0.3 0.2
H 0.4060 0.0032 -7.3410 -0.5 0.4 -0.3
H 1.5422 1.1901 -6.7420 0.3 0.2 0.2
H -0.5573 2.3725 -5.5507 1.0 0.4 0.4
H -1.5550 1.4094 -4.5687 0.4 -1.0 0.3
H -1.4666 1.2962 -6.3223 -0.3 -1.1 -0.1
H 3.7328 -0.6187 -7.3156 0.1 0.2 -0.4
H 2.5009 -0.6016 -8.4165 -0.2 0.1 0.0
C -2.7754 6.9483 1.4008 1.8 1.2 -1.7
C -2.5964 5.4564 1.3536 -1.3 0.9 0.9
C -1.2088 4.8727 1.7647 -0.5 -0.8 -1.9
O -0.2654 4.7769 0.6706 -0.4 0.8 0.5
C -0.6330 3.8153 -0.3013 -0.5 -0.8 0.4
N -3.6064 4.9863 2.2728 -0.3 -2.1 1.8
H -3.7750 7.2595 1.0974 -0.1 -0.2 0.3
H -2.1222 7.3260 0.6143 0.2 0.6 -0.2
H -2.4589 7.4599 2.3097 -0.2 -0.3 0.3
H -2.9769 5.1482 0.3798 0.8 -0.3 -0.3
H -1.3819 3.8420 2.0741 -0.3 -0.2 0.4
H -0.7587 5.3955 2.6086 0.1 0.3 -0.3
H -1.6731 3.8809 -0.6206 0.0 0.6 -0.4
H -0.6119 2.7989 0.0919 0.5 -0.2 0.4
H 0.0492 3.8173 -1.1515 0.0 0.4 0.1
H -3.2489 5.0559 3.2149 0.0 -0.2 0.2
H -4.4638 5.5161 2.3370 0.1 0.3 -0.7
C 4.6927 -4.5492 5.1483 0.0 0.5 1.0
C 3.2414 -5.0185 5.0929 0.0 0.7 -0.8
C 2.5845 -4.3682 3.8158 -0.4 -0.6 1.1
O 2.4943 -2.9816 3.8558 0.6 1.4 -0.4
C 1.7717 -2.3207 4.8618 -0.8 0.0 0.1
N 3.1842 -6.4396 5.0041 0.4 -1.5 -1.1
H 5.3403 -5.3194 5.5675 0.1 -0.2 -0.4
H 4.7726 -3.7426 5.8771 0.0 0.3 -0.1
H 5.0557 -4.1635 4.1956 0.1 -0.3 0.0
H 2.7491 -4.8187 6.0446 -0.4 1.3 -0.2
H 1.6027 -4.7856 3.5922 -0.4 -0.3 0.4
H 3.1702 -4.5855 2.9226 0.4 -0.2 0.2
H 2.3148 -2.1983 5.7989 0.1 -0.4 0.1
H 0.7881 -2.7663 5.0107 0.0 -0.5 0.4
H 1.4939 -1.3116 4.5575 0.5 0.1 -0.5
H 2.2815 -6.7923 4.7199 -0.1 0.0 0.3
H 3.5017 -6.8740 5.8588 -0.2 -0.1 -0.1
```
Forces are in eV/Å.

Values from the calculation:
**Multiplicity**: 2
**Energy above the lowest of the compared OMol25 structures with the same formula, charge and spin**: 2.86 kJ/mol
**Total charge**: -1
**Expectation value of S²**: 0.750
**Orbital gap (alpha / beta)**: 1.6 / 9.4 eV

***

(2)
A 12-piece molecular cluster, C40H114N10O12 overall, computed with ωB97M-V with the def2-TZVPD basis set.

```
176
Properties=species:S:1:pos:R:3:forces:R:3
C 4.6417 -0.2499 0.8090 0.0 -0.6 0.7
O 4.0620 0.7634 0.0382 -0.2 0.1 -0.4
C 4.7716 1.9679 0.1333 0.4 0.5 0.0
C 4.0722 3.0417 -0.7079 -0.4 -0.3 0.3
C 4.8005 4.3657 -0.6089 0.0 0.4 0.2
N 2.6368 3.2434 -0.3603 0.7 -0.2 0.1
H 4.5555 -0.0241 1.8814 0.1 0.1 -0.1
H 5.6996 -0.3979 0.5699 0.0 0.1 -0.1
H 4.1037 -1.1848 0.6503 0.0 0.1 -0.2
H 4.8915 2.2643 1.1910 -0.3 0.1 -0.1
H 5.8000 1.8363 -0.2465 -0.1 0.0 0.0
H 4.1134 2.6765 -1.7417 -0.1 0.1 0.1
H 5.8853 4.2610 -0.6679 0.0 -0.1 -0.1
H 4.5862 4.8625 0.3448 0.0 -0.2 0.0
H 4.4653 5.0592 -1.3807 0.0 -0.1 -0.1
H 2.6119 3.6597 0.5713 -0.1 0.0 -0.1
H 2.2231 2.3229 -0.2346 0.0 0.1 -0.2
C 1.7329 0.8593 6.7065 -0.4 -0.3 1.0
O 2.2144 0.5877 5.4362 -0.1 0.4 -0.6
C 1.2591 -0.0991 4.6430 0.2 -0.6 0.9
C 1.8425 -0.2521 3.2755 -0.2 0.6 -0.3
C 2.0387 1.1507 2.6680 0.6 0.2 -0.1
N 0.9677 -1.1313 2.4950 0.3 0.1 -0.5
H 0.7407 1.3345 6.7029 0.2 0.0 -0.2
H 2.4104 1.5214 7.2410 0.2 0.0 -0.2
H 1.6400 -0.0708 7.2959 0.0 0.2 -0.1
H 1.1080 -1.1025 5.0736 -0.2 0.2 -0.1
H 0.2940 0.4307 4.6283 0.1 0.0 0.0
H 2.8114 -0.7176 3.4589 0.0 -0.2 -0.4
H 1.2945 1.8747 3.0061 -0.2 -0.3 0.0
H 2.0280 1.1358 1.5825 -0.1 -0.1 0.0
H 3.0041 1.6055 2.9172 -0.1 -0.2 0.2
H 1.4964 -1.5622 1.7325 0.0 -0.2 0.2
H 0.2829 -0.5595 2.0048 0.0 0.0 0.2
C 0.5545 2.7610 -5.0500 -1.0 0.1 0.1
O 1.8023 2.2270 -5.3791 -0.2 -0.3 0.1
C 2.8653 2.9921 -4.8651 0.1 -0.1 0.3
C 4.1574 2.2161 -5.0880 0.1 0.4 -0.6
C 5.3358 3.0208 -4.5861 0.3 0.3 -0.2
N 4.3664 1.9339 -6.5332 -0.4 0.0 0.8
H 0.2747 2.6778 -3.9861 0.5 0.1 0.0
H -0.2280 2.1898 -5.5554 0.2 0.0 -0.3
H 0.4594 3.8153 -5.3381 0.1 0.0 0.0
H 2.8893 3.9580 -5.3928 0.2 0.0 0.1
H 2.7083 3.1892 -3.7913 0.0 0.0 -0.1
H 4.0976 1.2665 -4.5490 0.0 0.0 -0.1
H 6.2615 2.4672 -4.7397 0.0 -0.1 0.2
H 5.2358 3.3230 -3.5437 0.0 -0.1 0.0
H 5.4470 3.9372 -5.1787 -0.1 0.0 0.1
H 4.3001 2.8334 -7.0070 0.1 -0.1 -0.1
H 3.5493 1.4080 -6.8346 0.1 0.0 -0.2
C -2.8281 -5.1829 -2.6170 -0.1 -0.6 0.3
O -1.6492 -5.0768 -1.8290 -0.8 -0.1 -0.5
C -1.8025 -4.2689 -0.6795 1.9 0.6 0.0
C -2.0197 -4.9832 0.6394 -0.1 0.5 0.9
C -3.4402 -5.4489 0.8525 -0.5 -0.4 -0.5
N -1.6349 -4.0924 1.7545 0.0 0.2 -0.1
H -3.5835 -5.8026 -2.1118 0.0 0.4 0.1
H -2.6118 -5.7246 -3.5385 0.3 0.2 0.0
H -3.2287 -4.1940 -2.8494 -0.1 0.0 0.0
H -0.8051 -3.8130 -0.5819 -0.1 0.1 0.1
H -2.4578 -3.3969 -0.8112 -0.5 -0.4 -0.2
H -1.3366 -5.8333 0.7080 -0.1 -0.1 -0.2
H -4.1666 -4.6546 0.6611 0.1 0.2 0.1
H -3.6055 -5.8249 1.8596 0.1 0.0 0.0
H -3.6800 -6.2406 0.1311 0.0 0.0 0.2
H -2.0595 -3.1705 1.6561 -0.2 -0.2 0.0
H -0.6358 -3.8985 1.7536 0.0 -0.2 0.0
C -1.9148 1.7396 6.1164 0.6 -0.6 -0.4
O -3.0582 2.5074 6.2991 -0.3 0.3 0.3
C -3.2986 2.8048 7.6688 0.6 -0.2 0.0
C -4.5500 3.6292 7.7815 -0.7 -0.1 0.6
C -4.6718 4.1876 9.2003 0.1 0.6 -0.3
N -5.7683 2.8636 7.4684 0.2 -0.3 -0.1
H -1.9276 1.3179 5.1066 -0.1 0.1 0.0
H -1.8615 0.8900 6.8136 0.0 0.1 0.1
H -0.9798 2.3087 6.1920 -0.2 0.2 0.2
H -3.4029 1.8609 8.2313 -0.1 0.1 0.0
H -2.4351 3.3281 8.1078 0.0 0.1 -0.2
H -4.4950 4.4510 7.0647 0.1 0.1 0.0
H -4.7176 3.3914 9.9450 0.0 0.0 0.0
H -5.5591 4.8156 9.2913 -0.1 -0.2 0.0
H -3.8327 4.8490 9.4382 0.0 -0.2 0.0
H -5.5439 2.1306 6.7986 -0.1 0.2 -0.1
H -6.0793 2.3511 8.2896 0.0 0.2 0.1
C 1.5835 -8.8215 -2.9909 0.2 0.0 0.0
O 1.7739 -7.5813 -2.3534 0.1 0.0 0.1
C 1.7256 -6.4898 -3.2373 0.0 0.2 0.1
C 2.2452 -5.2388 -2.5081 -1.2 -0.8 0.0
C 3.7044 -5.3464 -2.1653 1.0 1.1 0.0
N 1.4684 -5.0310 -1.2577 0.2 -0.7 0.0
H 1.5354 -9.5589 -2.1933 -0.1 -0.1 -0.1
H 2.4265 -9.0694 -3.6509 0.0 0.1 0.1
H 0.6746 -8.8318 -3.6023 -0.1 0.0 0.2
H 2.3221 -6.7131 -4.1338 0.0 0.2 0.0
H 0.6862 -6.2947 -3.5468 0.0 -0.1 -0.1
H 1.9914 -4.4178 -3.1876 0.4 0.2 0.1
H 3.8970 -5.7821 -1.1853 -0.2 -0.4 -0.1
H 4.1559 -4.3479 -2.0852 -0.1 -0.1 -0.1
H 4.2772 -5.8754 -2.9245 -0.1 -0.2 0.0
H 1.8322 -5.7347 -0.6132 0.0 0.1 0.0
H 0.5131 -5.3597 -1.4098 0.0 0.4 -0.1
C -5.8838 -1.3350 0.9493 -0.5 0.1 -0.1
O -5.0029 -1.3601 2.0314 0.4 -0.3 0.3
C -5.5234 -0.7366 3.1776 0.2 0.8 0.1
C -4.4583 -0.6678 4.2577 0.2 -0.8 0.4
C -4.1959 -2.0700 4.8132 0.3 -0.3 -0.7
N -4.9074 0.2353 5.3193 -0.1 0.4 -0.4
H -5.4862 -1.9956 0.1857 0.1 0.0 -0.2
H -6.0020 -0.3176 0.5490 0.1 -0.1 0.0
H -6.8889 -1.6848 1.2250 0.1 -0.1 0.0
H -5.8123 0.3013 2.9271 -0.2 -0.2 0.0
H -6.3983 -1.2724 3.5656 -0.1 0.1 -0.1
H -3.5106 -0.3328 3.8076 -0.2 0.1 -0.2
H -5.1092 -2.6601 4.9107 -0.1 0.2 0.3
H -3.6419 -2.0741 5.7504 -0.1 0.2 0.1
H -3.5909 -2.6140 4.0788 0.0 0.0 0.1
H -4.0966 0.5453 5.8438 -0.1 -0.2 0.1
H -5.2187 1.0976 4.8669 0.0 -0.1 0.2
C -1.9985 0.3812 1.3839 -0.5 -0.1 -0.3
O -1.0819 0.8939 0.4410 0.5 0.3 0.2
C -1.0779 0.2517 -0.8052 -0.6 0.0 -0.7
C 0.1852 0.5823 -1.5709 -0.1 -0.7 -0.1
C 0.1047 -0.0585 -2.9444 0.1 0.1 -0.6
N 1.3200 0.0321 -0.8370 -0.1 0.1 -0.2
H -2.2107 -0.6746 1.1896 0.1 0.0 0.1
H -2.9497 0.9203 1.3131 0.0 0.0 0.2
H -1.5718 0.4761 2.3810 0.0 0.1 0.0
H -1.2001 -0.8312 -0.6712 0.3 -0.1 0.0
H -1.9144 0.5629 -1.4612 -0.1 0.1 0.4
H 0.2306 1.6694 -1.7427 0.1 0.0 0.3
H 0.2378 -1.1411 -2.9034 0.2 0.0 0.1
H 0.8562 0.4029 -3.5900 0.2 -0.4 0.0
H -0.8408 0.1148 -3.4701 -0.1 0.2 0.3
H 1.3763 0.4586 0.0775 0.0 -0.2 0.0
H 2.2231 0.1465 -1.2852 -0.1 0.3 -0.1
C -0.2802 4.0203 3.6648 1.1 -0.6 0.0
O -0.8863 5.1541 3.1512 -0.3 0.2 0.5
C -1.0324 5.1100 1.7569 0.1 -0.4 0.0
C -1.8416 6.3093 1.3689 -0.4 1.1 -0.5
C -3.2704 6.2494 1.8821 -0.1 -0.2 -0.2
N -1.8462 6.6082 -0.0745 0.3 -0.3 0.1
H -0.7026 3.0926 3.2484 -0.2 0.1 0.2
H -0.3257 4.0107 4.7520 -0.4 0.1 0.0
H 0.8018 3.9875 3.4323 -0.2 0.1 -0.2
H -0.0400 5.1368 1.2817 0.0 -0.1 -0.1
H -1.5458 4.1781 1.4711 0.1 0.0 -0.1
H -1.3652 7.1817 1.8329 0.0 -0.1 0.1
H -3.7640 7.2047 1.7141 0.0 0.0 0.0
H -3.3053 6.0032 2.9431 0.0 0.0 0.0
H -3.8418 5.4955 1.3283 0.1 0.0 0.1
H -0.8740 6.7293 -0.3526 -0.2 0.1 -0.1
H -2.1789 5.8073 -0.6131 0.0 0.1 0.2
C 0.7300 -1.2905 -10.4725 0.1 0.6 -0.3
O 1.1254 -2.0067 -9.3369 0.0 0.1 0.5
C 1.7367 -1.1977 -8.3326 -0.4 -0.4 -0.2
C 1.9539 -2.0522 -7.1121 -0.3 -0.8 0.6
C 2.7596 -1.3272 -6.0438 0.3 -0.3 -0.8
N 2.6657 -3.2685 -7.5163 0.1 0.4 -0.5
H 0.6277 -0.2130 -10.2791 0.0 -0.1 0.2
H -0.2453 -1.6489 -10.7997 0.1 -0.2 -0.1
H 1.4707 -1.3766 -11.2760 -0.1 -0.2 0.0
H 2.7022 -0.8220 -8.6942 -0.1 0.2 0.0
H 1.0329 -0.3991 -8.0651 0.3 0.3 -0.1
H 0.9684 -2.3198 -6.6852 0.0 0.2 -0.2
H 3.7578 -1.2067 -6.4787 0.0 0.2 0.3
H 2.8417 -1.9799 -5.1753 0.0 0.2 0.2
H 2.3449 -0.3528 -5.7909 -0.1 0.0 0.2
H 2.8310 -3.9201 -6.7669 -0.1 0.0 0.3
H 2.1448 -3.7286 -8.2529 0.1 -0.1 0.1
O 2.3264 -2.6529 0.0665 0.0 -0.1 -0.2
H 2.0059 -1.9465 -0.5264 -0.1 -0.3 0.3
H 2.0017 -3.5112 -0.3053 0.0 0.6 -0.1
O -1.5870 3.7693 -1.4574 0.1 -0.1 -0.1
H -1.5184 2.8756 -1.0984 0.0 0.1 0.1
H -0.6725 4.0370 -1.6089 0.0 0.0 0.1
```
Forces are in eV/Å.

Values from the calculation:
**Multiplicity**: 1
**Energy above the lowest of the compared OMol25 structures with the same formula, charge and spin**: 0.00 kJ/mol
**Total charge**: 0
**SMILES**: COC[C@H](C)N.COC[C@H](C)N.COC[C@H](C)N.COC[C@H](C)N.COC[C@H](C)N.COC[C@H](C)N.COC[C@H](C)N.COC[C@H](C)N.COC[C@H](C)N.COC[C@H](C)N.O.O
**Orbital gap**: 9.5 eV